1.
The following is a quantum chemistry calculation of a cluster of 3 separate species, C14H17BClN2O in total, from OMol25.

Atoms and positions in Å:
C  -0.13  0.66  0.92
C  -1.24  -0.37  1.00
C  -2.07  -0.59  -0.44
Cl  -2.96  -2.22  -0.43
B  -3.15  0.70  -0.44
C  -4.32  0.66  0.71
O  -2.93  1.76  -1.44
H  -0.06  1.51  1.73
H  0.58  0.55  -0.02
H  -1.54  -0.93  1.98
H  -5.02  1.58  0.53
H  -3.85  0.76  1.80
H  -4.95  -0.35  0.73
H  -2.00  2.11  -1.23
N  0.68  -5.35  -0.01
C  0.27  -4.11  0.30
C  0.84  -3.33  1.30
C  1.89  -3.88  2.03
C  2.34  -5.16  1.73
C  1.71  -5.85  0.71
H  -0.56  -3.73  -0.29
H  0.47  -2.34  1.51
H  2.36  -3.30  2.82
H  3.16  -5.61  2.28
H  2.02  -6.86  0.44
N  0.39  3.16  -1.12
C  0.96  4.15  -0.39
C  2.06  4.88  -0.81
C  2.62  4.57  -2.05
C  2.06  3.55  -2.82
C  0.96  2.88  -2.31
H  0.49  4.35  0.56
H  2.47  5.67  -0.19
H  3.49  5.12  -2.41
H  2.48  3.29  -3.78
H  0.49  2.08  -2.88

The energy relative to the best compared isomer or geometry (same formula, charge and spin) comes out at 76.8 kcal per mole. The highest occupied orbital energy is -2.3973 eV. The net charge is -1. The largest force on an atom comes out at 0.0891 Eh/bohr. For the LUMO energy, the calculation gives 2.8 eV. For the HOMO-LUMO gap, the calculation gives 5.166 eV.

***

2.
The following is a quantum chemistry calculation of a cluster of 40 separate species, H80O40 in total, from OMol25.

Atoms and positions in Å:
H  6.01  -3.28  1.54
H  5.86  -3.73  -0.12
O  6.08  -3.04  0.54
H  2.84  3.26  2.22
H  2.10  3.49  3.42
O  1.97  3.66  2.46
H  -2.83  1.44  -4.53
H  -3.25  0.59  -5.55
O  -2.67  1.39  -5.50
H  -3.17  -0.04  -0.64
H  -2.06  0.43  -1.71
O  -2.91  0.69  -1.19
H  1.85  -1.19  0.76
H  2.21  -0.07  -0.25
O  1.42  -0.65  0.04
H  -3.83  1.10  4.76
O  -3.09  1.62  4.83
H  1.18  -1.31  4.24
O  1.94  -1.29  4.87
H  0.34  -2.20  1.48
H  1.13  -3.00  2.73
O  0.33  -2.34  2.45
H  4.66  3.49  1.81
H  4.72  2.07  2.17
O  4.93  2.97  2.64
H  0.33  1.92  -0.85
H  -1.10  2.12  -1.10
O  -0.36  1.56  -1.39
H  -4.39  1.44  -2.13
H  -5.47  2.39  -2.46
O  -4.63  2.12  -2.75
H  -3.78  3.61  -3.12
O  -3.02  4.29  -3.14
H  -0.92  -2.09  -5.89
H  -1.37  -1.15  -4.72
O  -0.70  -1.76  -4.95
H  3.36  0.98  -2.74
H  4.05  -0.50  -2.01
O  3.71  0.38  -1.94
H  -2.84  -1.54  -2.98
H  -3.74  -0.54  -2.38
O  -3.53  -1.12  -3.11
H  4.13  1.61  -0.08
H  3.62  2.74  -0.72
O  3.72  2.38  0.17
H  -2.28  3.75  3.99
H  -2.93  4.99  3.64
O  -2.53  4.65  4.43
H  -0.81  2.44  -5.21
H  -0.15  3.67  -4.42
O  -0.19  2.73  -4.45
H  -0.97  -4.03  0.20
O  -1.72  -3.51  0.21
H  0.84  3.03  1.53
H  -0.67  2.92  1.04
O  0.24  2.45  0.88
H  2.49  -2.89  -1.26
O  1.66  -3.29  -1.14
H  -3.98  -1.56  0.81
H  -3.34  -0.41  1.56
O  -4.04  -0.58  1.04
H  1.09  3.31  -1.37
H  1.05  4.81  -1.19
O  1.42  4.12  -1.77
H  -3.68  -1.50  3.88
H  -4.68  -1.72  2.61
O  -4.62  -1.70  3.60
H  3.20  -4.59  3.36
H  3.52  -3.29  3.80
O  3.93  -3.99  3.27
H  -1.86  5.12  -0.78
H  -2.03  3.90  -1.85
O  -2.02  4.13  -0.84
H  1.99  -0.89  -4.25
H  2.65  -0.24  -5.42
O  2.55  -1.06  -4.93
H  -0.20  5.62  -0.59
H  0.47  6.79  0.33
O  -0.26  6.67  -0.21
H  -0.89  -0.98  3.55
H  -1.52  -2.19  3.09
O  -1.85  -1.42  3.45
H  0.37  1.10  -3.01
H  0.56  0.35  -4.30
O  0.79  0.23  -3.32
H  -0.31  -1.41  -2.09
H  -0.46  -2.25  -3.34
O  -0.85  -2.19  -2.41
H  1.95  -4.79  0.38
O  2.53  -4.80  1.11
H  3.60  -1.21  2.95
H  5.07  -1.75  3.02
O  4.55  -0.89  2.97
H  -1.70  -3.47  -0.72
H  -2.36  0.96  5.04
H  1.09  -2.61  -0.73
H  2.31  -0.46  4.51
H  -3.02  4.33  -4.11
H  3.16  -5.61  0.93
O  -4.52  -4.07  0.65
H  -3.56  -3.63  0.68
H  -4.06  -4.72  1.27
O  -0.82  -0.18  1.20
H  -1.55  0.09  0.69
H  0.02  0.48  0.74
O  3.97  -2.04  -2.65
H  3.33  -2.77  -2.77
H  3.98  -1.61  -3.57
O  -2.25  -4.55  3.04
H  -2.35  -3.78  2.38
H  -3.10  -4.98  3.27
O  -1.08  -6.55  1.06
H  -0.30  -6.25  0.58
H  -1.08  -6.11  1.93
O  6.26  0.36  0.71
H  6.59  -0.61  0.60
H  5.43  0.37  1.05
O  -4.60  5.00  0.77
H  -4.51  4.05  0.62
H  -3.82  5.34  0.34

The energy relative to the best compared isomer or geometry (same formula, charge and spin) comes out at 289.1 kcal per mole. The highest occupied orbital energy is -10.5911 eV. The largest force on an atom comes out at 0.2588 Eh/bohr. For the LUMO energy, the calculation gives -0.7 eV. For the HOMO-LUMO gap, the calculation gives 9.873 eV.